The following is a DFT calculation (ωB97M-V/def2-TZVPD) of C27H58NP3Pt as an isolated structure.

Atoms and positions in Å:
P  0.081  -1.849  -4.467
P  0.002  1.944  -4.629
C  -0.314  -0.787  -5.937
C  0.321  0.611  -5.982
H  -1.404  -0.727  -6.059
H  0.048  -1.350  -6.811
H  1.419  0.525  -6.061
H  -0.009  1.119  -6.905
C  -1.260  3.032  -5.414
H  -1.532  3.842  -4.725
H  -2.192  2.532  -5.725
H  -0.799  3.442  -6.322
C  1.473  2.964  -5.059
H  1.336  3.338  -6.080
H  2.393  2.366  -4.992
H  1.553  3.816  -4.370
C  -1.055  -3.230  -4.481
H  -0.924  -3.796  -3.548
H  -0.830  -3.877  -5.344
H  -2.096  -2.883  -4.552
C  1.751  -2.430  -4.785
H  2.463  -1.607  -4.955
H  1.728  -3.069  -5.688
H  2.081  -3.031  -3.923
Pt  1.345  -0.912  0.672
C  0.024  2.415  -2.825
C  -1.215  2.382  -2.103
C  -2.461  1.877  -2.602
C  -2.430  0.701  -3.649
C  -1.629  -0.455  -3.336
C  -0.206  -0.704  -3.123
C  1.144  0.120  -3.009
C  1.062  1.418  -2.210
C  0.437  -2.712  0.517
H  0.445  3.442  -2.750
H  -1.157  2.780  -1.081
H  -3.070  2.685  -3.063
H  -3.025  1.507  -1.730
H  -3.490  0.380  -3.720
H  -2.202  1.075  -4.666
H  -2.252  -1.317  -3.058
H  -0.198  -1.266  -2.158
H  1.631  0.298  -3.988
H  1.868  -0.537  -2.497
H  0.815  1.194  -1.156
H  2.063  1.886  -2.243
H  0.665  -3.362  1.373
H  0.747  -3.160  -0.440
H  -0.616  -2.411  0.485
C  0.527  3.417  1.523
C  0.643  2.631  2.845
C  2.133  2.385  3.107
C  0.028  3.430  4.006
P  -0.208  0.977  2.639
N  0.220  0.539  1.110
C  0.331  -0.316  3.884
C  0.203  0.226  5.320
C  -0.555  -1.552  3.702
C  1.772  -0.764  3.634
C  -2.068  1.179  2.529
C  -2.424  2.421  1.702
C  -2.673  -0.026  1.795
C  -2.683  1.313  3.931
H  1.356  4.134  1.464
H  -0.405  3.984  1.441
H  0.608  2.730  0.668
H  2.651  3.354  3.047
H  2.329  1.980  4.107
H  2.564  1.727  2.341
H  -1.000  3.752  3.801
H  0.051  2.872  4.952
H  0.635  4.338  4.143
H  -0.806  0.592  5.544
H  0.416  -0.605  6.007
H  0.937  1.017  5.530
H  -0.484  -1.924  2.670
H  -0.162  -2.342  4.358
H  -1.596  -1.369  3.987
H  1.929  -1.016  2.542
H  2.505  -0.012  3.934
H  1.930  -1.675  4.225
H  -1.961  2.367  0.708
H  -3.515  2.426  1.561
H  -2.165  3.363  2.197
H  -2.651  -0.944  2.387
H  -3.727  0.203  1.582
H  -2.158  -0.199  0.842
H  -2.626  0.382  4.506
H  -2.235  2.132  4.508
H  -3.749  1.551  3.802

Values from the calculation:
**E_HOMO (alpha / beta)**: -3.69 / -4.77 eV
**Energy above the lowest of the compared OMol25 structures with the same formula, charge and spin**: 6.092 eV
**2S+1**: 3
**Total charge**: 0
**E**: -61532.2008 eV
**⟨S²⟩**: 2.01

Mulliken atomic charge list, values in e, 4 entries: number 1, P, carries 1.0766; number 2, P, carries 1.3311; number 3, C, carries -1.0902; number 4, C, carries -1.2450